The following is a quantum chemistry calculation of a molecular structure, C12H33FeO6, from the OMol25 dataset.

The geometry in XYZ format:
```
52
Properties=species:S:1:pos:R:3:forces:R:3:nbo_charge:R:1
Fe 0.11678 -0.14429 -0.21313 0.520 -2.257 0.861 1.88
C -1.01794 -3.41799 1.34130 0.082 -0.417 0.042 -0.63
C 0.39108 -2.85381 1.40673 0.240 0.238 0.962 -0.03
O 0.68550 -1.90458 0.45826 -0.248 1.250 -0.885 -0.86
H -1.75057 -2.63243 1.52847 -0.057 -0.005 -0.280 0.19
H -1.15133 -4.17486 2.12091 0.057 0.030 0.049 0.20
H -1.19642 -3.92206 0.38932 -0.149 0.255 -0.052 0.20
H 1.13796 -3.66220 1.38787 -0.118 -0.137 -0.369 0.15
H 0.52218 -2.45564 2.43365 -0.058 0.204 -0.053 0.12
C 1.40970 1.56862 3.47710 0.599 -0.021 -0.177 -0.62
C 1.98534 1.28537 2.09540 -0.408 -0.518 -0.423 -0.03
O 1.00846 0.91873 1.18424 -0.765 -0.194 -0.814 -0.93
H 1.09382 0.64629 3.96425 -0.225 0.022 -0.057 0.20
H 0.58661 2.27697 3.38753 -0.046 -0.004 0.159 0.20
H 2.21980 1.99511 4.07660 -0.211 0.123 0.193 0.20
H 2.73466 0.48557 2.18604 0.198 0.056 0.050 0.14
H 2.49784 2.19101 1.73748 0.153 0.064 0.035 0.13
C -1.43737 -2.96920 -2.77671 0.243 -0.461 0.394 -0.62
C -1.86884 -1.55637 -2.42000 -0.118 0.078 -0.476 -0.02
O -0.91883 -0.83066 -1.74426 0.587 0.935 1.078 -0.92
H -1.19353 -3.53920 -1.87481 -0.001 0.167 0.021 0.21
H -0.53869 -2.98691 -3.39584 -0.071 0.142 -0.100 0.20
H -2.23631 -3.52145 -3.27661 -0.026 0.129 -0.170 0.20
H -2.83893 -1.63312 -1.90077 0.042 0.070 0.355 0.12
H -2.10952 -1.02612 -3.35638 -0.070 -0.050 -0.117 0.13
C 4.10742 0.47419 -1.06420 -0.279 0.240 -0.420 -0.63
C 3.06340 -0.60443 -1.31008 0.542 0.273 0.107 -0.07
O 1.78181 0.01618 -1.50894 0.416 -0.169 -0.175 -0.76
H 4.07224 1.22113 -1.86604 0.011 -0.143 -0.109 0.19
H 5.11456 0.05875 -1.07776 0.003 0.004 0.321 0.22
H 3.87896 1.03023 -0.15551 0.214 -0.244 0.206 0.22
H 2.98314 -1.28901 -0.47064 -0.311 0.088 0.093 0.22
H 3.32231 -1.19926 -2.18742 -0.129 0.006 -0.082 0.17
H 1.75429 0.36054 -2.40616 -0.364 -0.095 0.000 0.50
C 0.16415 4.16691 -0.61067 0.058 -0.441 -0.249 -0.64
C 0.47502 2.85640 -1.31405 1.407 -0.141 0.733 -0.07
O -0.44915 1.83419 -0.92514 -0.250 1.051 -0.741 -0.74
H 0.16075 3.96603 0.46023 -0.232 0.033 0.016 0.23
H -0.80308 4.54512 -0.94743 0.035 0.242 0.168 0.20
H 0.94894 4.90152 -0.78749 -0.105 0.084 -0.224 0.22
H 1.44894 2.50213 -0.96344 -0.186 -0.048 0.216 0.20
H 0.62051 2.91561 -2.39835 -0.688 0.148 -0.062 0.17
H -1.32118 2.15965 -1.18063 -0.061 -0.534 -0.010 0.49
C -4.07572 -0.10364 1.15977 -0.702 0.141 -0.419 -0.63
C -2.89709 0.55142 0.47952 -0.374 0.039 0.075 -0.07
O -1.65880 0.00182 0.95388 -0.906 0.313 -0.076 -0.74
H -4.19183 -1.16450 0.94169 0.368 -0.051 0.021 0.23
H -4.97573 0.37076 0.75057 -0.004 0.015 0.227 0.22
H -4.08040 0.04919 2.23963 0.084 0.000 0.016 0.20
H -2.94731 1.63041 0.66917 0.279 -0.003 0.168 0.16
H -2.96424 0.44404 -0.60184 0.364 -0.423 0.016 0.21
H -1.66333 0.16783 1.90464 0.663 -0.083 -0.046 0.50
```
Positions in Å, forces in eV/Å.

The calculation puts the relative energy (zero: lowest compared OMol25 entry of this formula, charge and spin) at 3.1 kcal/mol. The value obtained for the total energy is -2192.08409 Eh. Its gap between HOMO and LUMO (spin up / spin down) is 0.31268 / 0.28563 Ha. As for the spin multiplicity: 6. The LUMO energy (spin up / spin down) comes out at 0.0166 / 0.0079 Eh.

The following is a quantum chemistry calculation of a molecular structure, C12H33IN3O3, from the OMol25 dataset.

The geometry in XYZ format:
```
52
Properties=species:S:1:pos:R:3:forces:R:3:nbo_charge:R:1
I -0.58512 -1.69251 -1.97138 -3.247 -1.798 -3.083 -0.59
C -0.10369 1.44251 -3.01625 0.846 1.581 1.518 -0.65
C 1.41095 1.12522 -2.77347 -0.531 0.883 -1.057 -0.05
C 1.99629 1.66664 -1.38185 -2.387 -2.315 -2.348 -0.08
O 3.22183 1.00114 -1.26847 0.405 1.518 1.316 -0.52
C 4.13088 1.81694 -0.52405 0.012 -1.023 -0.596 -0.25
N 1.66684 -0.30103 -3.10860 1.280 1.831 -0.087 -0.85
H -0.76875 0.90034 -2.34407 0.084 -0.415 -0.769 0.23
H -0.37660 1.47385 -4.07107 -0.066 -0.646 0.099 0.21
H -0.26850 2.46197 -2.66751 0.057 0.663 -0.087 0.17
H 1.91459 1.75337 -3.50822 0.372 -0.102 -0.270 0.16
H 1.21106 1.35549 -0.69287 0.534 -0.116 0.651 0.17
H 1.99765 2.75404 -1.30649 0.555 0.196 -0.492 0.16
H 4.42455 2.68959 -1.10744 0.049 0.214 -0.121 0.15
H 4.99754 1.17045 -0.38599 0.118 0.265 0.336 0.19
H 3.71114 2.16047 0.42141 0.001 -0.155 0.215 0.17
H 1.50282 -0.38915 -4.10128 0.507 0.311 -0.654 0.33
H 0.81635 -0.76394 -2.82141 1.228 0.108 0.089 0.32
C -1.90482 -2.00989 1.72937 -0.788 -0.171 -0.278 -0.62
C -2.88415 -1.37909 0.73068 0.063 -1.016 0.139 -0.08
C -2.46743 0.01833 0.31327 -0.116 0.407 0.259 -0.10
O -3.49573 0.66135 -0.40950 -0.332 0.045 -0.002 -0.55
C -3.15193 1.97372 -0.78615 -0.259 -0.263 -0.329 -0.24
N -3.09127 -2.29916 -0.37826 -1.505 -0.044 0.398 -0.87
H -2.23076 -2.99479 2.06378 -0.412 -0.104 -0.287 0.21
H -1.86059 -1.42007 2.64493 0.387 0.197 -0.081 0.19
H -0.92540 -2.17744 1.28130 -1.103 0.022 -0.196 0.22
H -3.85433 -1.32690 1.22477 -0.166 0.408 0.191 0.18
H -1.58844 0.01150 -0.33128 0.010 -0.128 0.273 0.20
H -2.26144 0.60103 1.21111 -0.121 0.125 -0.114 0.14
H -3.19443 2.69585 0.02921 -0.316 0.018 0.399 0.15
H -3.87424 2.22756 -1.56201 0.124 0.347 0.019 0.18
H -2.14013 2.06965 -1.18005 0.103 -0.315 -0.240 0.17
H -3.68822 -1.78743 -1.01220 -0.501 -0.105 -0.316 0.34
H -2.26325 -2.39542 -0.94854 -0.021 -0.355 0.534 0.36
C 2.22585 -1.86978 2.37915 -0.269 -0.318 0.434 -0.61
C 1.04324 -1.46000 1.48844 0.125 0.694 2.009 -0.08
C 0.81221 0.07306 1.29560 2.062 -1.969 -1.890 -0.08
O 0.77068 0.89279 2.39111 -1.063 0.645 1.966 -0.53
C -0.46833 0.90624 3.11274 -0.004 0.385 -0.246 -0.25
N 1.17936 -2.09763 0.21669 1.038 -0.067 1.113 -0.87
H 2.03257 -1.76930 3.44717 -0.061 0.699 0.128 0.19
H 3.20562 -1.45759 2.13779 -0.125 0.272 -0.201 0.20
H 2.32290 -2.95381 2.31962 0.085 -0.208 -0.437 0.20
H 0.12989 -1.72689 2.02009 1.126 -0.375 0.597 0.15
H -0.01069 0.22098 0.59628 -0.104 0.019 0.222 0.17
H 1.72887 0.30491 0.75331 -0.016 0.545 -0.018 0.19
H -0.56277 1.85353 3.64360 0.433 0.026 0.139 0.18
H -0.61601 0.09474 3.82530 0.484 -0.221 0.094 0.16
H -1.34788 0.88038 2.46946 0.442 -0.036 -0.115 0.17
H 1.13287 -3.10321 0.29869 0.220 -0.278 0.224 0.34
H 0.39831 -1.88260 -0.38648 0.766 0.119 0.951 0.33
```
Positions in Å, forces in eV/Å.

The calculation puts the relative energy (zero: lowest compared OMol25 entry of this formula, charge and spin) at 126.6 kcal/mol. The value obtained for the total energy is -1164.54848 Eh. As for the total charge: -1. Its gap between HOMO and LUMO is 0.24742 Ha. As for the spin multiplicity: 1. The LUMO energy comes out at 0.1110 Eh.

The following is a quantum chemistry calculation of a molecular structure, C12H34AlBBrN2O10S3, from the OMol25 dataset.

The geometry in XYZ format:
```
64
Properties=species:S:1:pos:R:3:forces:R:3:nbo_charge:R:1
C 1.56272 -3.59311 -2.30993 0.241 0.233 0.197 -0.41
N 2.08167 -2.26552 -2.62250 -0.304 0.093 -0.112 -0.64
C 1.12759 -1.19665 -2.23315 0.360 -0.136 -0.211 -0.80
Al 1.11330 0.38357 -3.47597 0.159 0.174 0.382 1.20
Br 0.26905 -0.36248 -5.61728 -0.031 -0.005 0.013 -0.60
C -0.06332 1.86324 -2.77226 -0.345 -0.177 -0.207 -0.98
C -1.57879 1.59191 -2.63035 0.122 0.153 0.049 -0.41
C -1.97255 0.86451 -1.32490 0.210 -0.142 -0.100 -0.39
C -2.63115 -0.51639 -1.43221 -0.030 0.060 0.243 -0.68
S -3.91753 -0.69570 -2.62876 -0.132 0.018 -0.130 2.36
O -4.69731 -1.87182 -2.33952 0.094 0.115 -0.048 -0.96
O -4.60659 0.55012 -2.81086 0.067 -0.179 0.036 -0.94
O -3.03431 -1.01494 -3.91958 -0.111 0.081 0.059 -0.88
B 3.12592 1.13838 -3.83970 0.082 -0.105 -0.069 0.52
N 3.55232 1.92545 -5.03881 -0.064 -0.214 -0.089 -1.16
O 4.17094 0.92973 -2.95805 -0.116 0.419 0.302 -0.90
H 0.66045 -3.85457 -2.88505 0.000 -0.014 0.037 0.15
H 1.30671 -3.59194 -1.24948 -0.042 -0.155 -0.031 0.20
H 2.32736 -4.35981 -2.47114 -0.044 0.007 -0.092 0.17
H 2.22882 -2.20291 -3.62347 0.068 -0.078 0.002 0.34
H 1.42091 -0.82667 -1.23650 -0.191 -0.100 0.055 0.18
H 0.12710 -1.64116 -2.13286 -0.138 0.122 0.074 0.16
H 0.33299 2.25346 -1.82304 0.014 0.017 -0.030 0.19
H 0.05113 2.67385 -3.50643 0.078 0.025 0.074 0.21
H -1.92267 1.03216 -3.50081 0.004 0.042 -0.008 0.21
H -2.12762 2.53992 -2.65083 -0.099 -0.069 -0.035 0.18
H -1.06056 0.69777 -0.74391 -0.052 0.021 0.066 0.22
H -2.61473 1.49219 -0.70653 -0.006 0.040 -0.078 0.20
H -1.91683 -1.31663 -1.61141 0.006 -0.035 -0.185 0.26
H -3.16315 -0.76432 -0.50912 0.086 0.012 0.023 0.24
H -3.56254 -1.51548 -4.55871 0.022 -0.010 0.035 0.51
H 3.04285 2.80736 -5.02333 0.107 0.064 0.025 0.37
H 3.16222 1.46194 -5.85829 -0.072 0.058 0.007 0.37
H 3.84124 0.57890 -2.12232 0.064 -0.296 -0.281 0.48
O -1.24890 2.21355 1.66744 0.064 -0.124 0.078 -0.95
S -1.04324 3.49760 2.26525 -0.085 0.044 -0.013 2.39
O 0.29142 3.96420 2.47817 0.029 0.008 0.028 -0.93
O -1.85179 3.55600 3.63647 0.068 0.048 -0.012 -0.73
C -1.67507 2.44499 4.54990 -0.079 -0.163 0.049 -0.08
C -0.36525 2.51101 5.30401 0.021 0.050 -0.053 -0.64
C -1.96419 4.71258 1.39537 -0.002 0.013 -0.036 -0.89
H -1.77632 1.51640 3.98730 0.015 0.000 -0.036 0.20
H -2.52645 2.52277 5.22278 0.005 0.058 -0.002 0.19
H 0.48541 2.35895 4.64125 -0.001 0.003 -0.005 0.23
H -0.35439 1.73454 6.07045 -0.006 0.001 -0.002 0.22
H -0.24947 3.48219 5.78476 -0.006 -0.013 0.026 0.22
H -2.98362 4.35720 1.27481 0.005 -0.003 -0.006 0.25
H -1.47864 4.82327 0.42741 -0.003 -0.009 -0.003 0.27
H -1.92719 5.64372 1.95410 0.011 0.003 -0.009 0.25
O -0.57851 -2.66278 2.89272 -0.018 -0.014 0.001 -0.95
S 0.67001 -2.22096 2.34087 0.066 0.213 -0.032 2.38
O 1.09319 -2.71258 1.07029 -0.047 -0.190 0.009 -0.93
O 1.81196 -2.48366 3.42355 0.011 -0.019 0.010 -0.73
C 1.89067 -3.82084 3.97320 -0.006 -0.072 0.087 -0.08
C 2.55541 -4.79736 3.02751 -0.006 0.033 -0.060 -0.64
C 0.75559 -0.46784 2.32624 -0.007 -0.010 0.013 -0.89
H 0.88631 -4.14264 4.25159 -0.017 0.020 -0.032 0.20
H 2.47124 -3.69485 4.88544 0.022 0.037 -0.024 0.19
H 1.94226 -4.97951 2.14692 -0.007 0.004 0.006 0.23
H 2.71526 -5.74470 3.54499 0.008 0.001 0.004 0.21
H 3.51762 -4.41049 2.69256 0.011 -0.016 0.027 0.22
H 0.47765 -0.09439 3.30703 -0.016 0.040 0.015 0.24
H 0.05603 -0.12567 1.56660 -0.032 0.028 0.005 0.28
H 1.76734 -0.17509 2.05806 -0.003 -0.008 -0.008 0.26
```
Positions in Å, forces in eV/Å.

The calculation puts the relative energy (zero: lowest compared OMol25 entry of this formula, charge and spin) at 0.0 kcal/mol. The value obtained for the total energy is -5375.55997 Eh. As for the total charge: -1. Its gap between HOMO and LUMO is 0.22261 Ha. As for the spin multiplicity: 1. The LUMO energy comes out at 0.0701 Eh.